(1)
A 3-piece molecular cluster, C5H15NO2 overall in a non-equilibrium geometry, computed with ωB97M-V with the def2-TZVPD basis set.

Geometry as ORCA input:
```
! wB97M-V def2-TZVPD RIJCOSX def2/J DEFGRID3
* xyz 0 1
H 1.5727 -0.2274 -4.0923
H -1.4233 1.7627 -0.6855
H 1.5024 -0.8833 -0.0435
H -0.6500 -1.8279 0.2504
H -0.3349 1.6008 -1.9954
H -2.1462 -0.3200 -1.0749
H -1.5791 -0.4666 2.0081
C -0.5665 1.1751 -1.0191
H 1.9607 -0.0058 2.3394
C -1.0564 -0.2714 -1.0376
C 0.7895 -0.2601 0.5121
H 0.9341 -1.4690 2.2390
H 1.5575 1.2550 -0.7931
H 0.6830 1.9063 0.6167
H -2.7046 0.4157 2.5759
O 1.5047 -0.5285 -3.1896
C 0.9951 -0.4114 2.0063
N -0.6011 -0.8078 0.2462
C 0.6858 1.1338 -0.1517
H -0.6228 -0.8603 -1.8517
H 0.3433 0.2933 2.5130
H 2.3671 -0.3594 -2.7836
O -1.8155 0.1160 2.7579
*
```

* energy: -11013.0892 eV
* lowest unoccupied orbital energy: 0.576 eV
* SMILES string: C[C@@H]1CCCN1.O.O
* relative energy (zero: lowest compared OMol25 entry of this formula, charge and spin): 82.7 kJ/mol
* HOMO: -8.8 eV
* HOMO-LUMO gap: 0.3438 Ha

---

(2)
A 2-piece molecular cluster, C5H15NO2 overall in a non-equilibrium geometry, computed with ωB97M-V with the def2-TZVPD basis set.

Geometry as ORCA input:
```
! wB97M-V def2-TZVPD RIJCOSX def2/J DEFGRID3
* xyz 0 1
H 3.1395 1.0416 -0.7427
H 3.1088 -0.4615 0.3841
C 0.1675 -0.4913 0.0956
O -2.5360 0.7109 -1.1868
H -3.4360 -0.1946 1.2359
C -1.8954 -0.4673 -1.4944
H -1.8766 1.4091 -1.2936
C 1.5909 0.8620 1.8584
H 2.2027 -0.3412 -1.1972
H 1.1922 1.8323 1.9997
C -0.3169 -0.3203 -1.3373
H -0.6231 -0.0885 0.8229
C 2.5042 0.1755 -0.3263
H 0.5375 -1.4916 0.3877
O -2.7960 -0.8538 1.5347
H -1.8584 -0.5191 1.2936
H -2.0791 -0.5828 -2.4869
H -2.3545 -1.1956 -0.8268
H 1.2815 0.0323 2.4151
N 1.2546 0.4941 0.3503
H 0.1329 -1.2201 -1.8516
H 2.6049 1.1338 2.0109
H 0.0549 0.5360 -1.6454
*
```

* energy: -11010.5090 eV
* lowest unoccupied orbital energy: 0.878 eV
* SMILES string: CN(C)CCCO.O
* relative energy (zero: lowest compared OMol25 entry of this formula, charge and spin): 331.6 kJ/mol
* HOMO: -8.5 eV
* HOMO-LUMO gap: 0.3454 Ha

---

(3)
A 4-piece molecular cluster, C5H15NO4 overall in a non-equilibrium geometry, computed with ωB97M-V with the def2-TZVPD basis set.

Geometry as ORCA input:
```
! wB97M-V def2-TZVPD RIJCOSX def2/J DEFGRID3
* xyz 1 2
H 1.4018 -0.6562 1.8622
O 2.4296 -2.3736 -1.1682
H 2.4633 -3.1461 -0.5688
H 1.4026 -2.1252 -1.0506
C 1.5305 0.9411 0.3954
C -1.6582 -2.2418 -0.9139
H -0.6743 -1.6607 1.5251
O -0.4030 2.1156 2.2982
H 1.5116 -1.2342 0.1245
C -0.5135 -0.7015 0.8452
O -1.8577 1.8927 -1.5491
H 0.1781 1.2935 -0.9893
N 1.1030 1.4891 -0.7768
H -2.1848 2.6482 -0.9585
H 0.4043 2.2252 2.7820
H 1.5466 2.2939 -1.0798
H -1.5430 -0.1092 -0.9743
O 2.3239 1.3154 1.2111
H -0.8976 0.2426 1.3385
C -1.2095 -1.0266 -0.4827
H -2.4368 -2.4195 -1.6125
H -0.4829 2.9905 1.9246
H -2.0816 2.1090 -2.4455
H -1.3381 -3.3013 -0.4756
C 0.9856 -0.5609 0.7386
*
```

* energy: -15097.5032 eV
* lowest unoccupied orbital energy (alpha / beta): -3.143 / -8.529 eV
* relative energy (zero: lowest compared OMol25 entry of this formula, charge and spin): 187.7 kJ/mol
* HOMO (alpha / beta): -13.6 / -13.3 eV
* HOMO-LUMO gap (alpha / beta): 0.3852 / 0.1744 Ha

---

(4)
A 4-piece molecular cluster, C5H15NO5 overall in a non-equilibrium geometry, computed with ωB97M-V with the def2-TZVPD basis set.

Geometry as ORCA input:
```
! wB97M-V def2-TZVPD RIJCOSX def2/J DEFGRID3
* xyz 0 1
H -1.8644 -1.4332 -3.4906
O -0.5701 -0.2554 1.5892
H -0.3051 -0.5837 -2.9628
O 1.0733 -2.1840 0.9193
O 0.7601 0.7936 0.1718
C -2.0288 0.7295 -3.0050
C -0.3375 0.3212 0.3512
O 3.9956 1.5317 1.5078
H -3.1344 0.8229 -3.0074
N -1.4114 -1.0053 -1.4220
H 0.3507 -2.6645 0.5338
H -2.4317 0.2415 0.0725
C -1.4544 1.3995 -1.6422
H 3.3656 2.0026 2.0794
H -2.2870 -1.5031 -1.2860
H -2.0339 2.1972 -1.2593
H -1.8264 1.4143 -3.8298
H 1.5346 -1.4957 0.4558
H 3.7712 1.9838 0.6856
C -1.5029 0.2762 -0.5992
H 1.4893 -1.4564 3.7658
O 1.1774 -0.6224 3.4257
H -0.4295 1.7048 -1.8756
H 1.8240 0.0682 3.5439
H 0.1848 -0.4756 2.1886
C -1.4211 -0.7040 -2.8643
*
```

* energy: -17155.1229 eV
* lowest unoccupied orbital energy: 0.531 eV
* SMILES string: O=C(O)[C@H]1CCCN1.O.O.O
* relative energy (zero: lowest compared OMol25 entry of this formula, charge and spin): 135.5 kJ/mol
* HOMO: -9.2 eV
* HOMO-LUMO gap: 0.3588 Ha

---

(5)
A 3-piece molecular cluster, C5H15NOS overall in a non-equilibrium geometry, computed with ωB97M-V with the def2-TZVPD basis set.

Geometry as ORCA input:
```
! wB97M-V def2-TZVPD RIJCOSX def2/J DEFGRID3
* xyz -1 2
H -0.0640 1.5623 -1.8429
C 1.7498 -0.1764 1.3231
N 1.2163 0.3336 0.0344
H 2.3489 -1.0794 1.1550
S -0.4705 1.0151 2.5133
H 0.6737 -1.6423 -0.3394
H -1.1579 1.6462 0.2985
H -3.2365 -0.2178 1.3011
H 2.3717 0.6328 1.6962
H -0.6847 -0.5597 -0.1307
H -0.5080 1.2675 -3.5379
H 1.1838 -0.6266 3.2826
H -0.0301 -1.2994 2.1644
C 0.6541 -0.4425 2.3388
H 0.5714 0.9934 0.3628
H -0.0662 -1.3504 -2.5667
H -1.5612 0.7399 -2.1730
C 0.3430 -0.6150 -0.5870
H -1.8273 0.1576 0.9324
O -2.5976 -0.4887 0.6963
H 1.3435 -0.2823 -2.3086
C -0.5232 0.8374 -2.5165
C 0.2709 -0.4052 -2.0963
*
```

* energy: -19799.1063 eV
* lowest unoccupied orbital energy (alpha / beta): 3.932 / 3.597 eV
* relative energy (zero: lowest compared OMol25 entry of this formula, charge and spin): 78.7 kJ/mol
* HOMO (alpha / beta): -3.0 / -3.6 eV
* HOMO-LUMO gap (alpha / beta): 0.2531 / 0.2642 Ha

---

Q: The lowest energy belongs to which entry?
A: C5H15NOS

---

Q: The lowest relative energy (zero: lowest compared OMol25 entry of this formula, charge and spin) belongs to which entry?
A: C5H15NOS

---

What did the fourth record say?
A 4-piece molecular cluster, C5H15NO5 overall in a non-equilibrium geometry, computed with ωB97M-V with the def2-TZVPD basis set.

Geometry as ORCA input:
```
! wB97M-V def2-TZVPD RIJCOSX def2/J DEFGRID3
* xyz 0 1
H -1.8644 -1.4332 -3.4906
O -0.5701 -0.2554 1.5892
H -0.3051 -0.5837 -2.9628
O 1.0733 -2.1840 0.9193
O 0.7601 0.7936 0.1718
C -2.0288 0.7295 -3.0050
C -0.3375 0.3212 0.3512
O 3.9956 1.5317 1.5078
H -3.1344 0.8229 -3.0074
N -1.4114 -1.0053 -1.4220
H 0.3507 -2.6645 0.5338
H -2.4317 0.2415 0.0725
C -1.4544 1.3995 -1.6422
H 3.3656 2.0026 2.0794
H -2.2870 -1.5031 -1.2860
H -2.0339 2.1972 -1.2593
H -1.8264 1.4143 -3.8298
H 1.5346 -1.4957 0.4558
H 3.7712 1.9838 0.6856
C -1.5029 0.2762 -0.5992
H 1.4893 -1.4564 3.7658
O 1.1774 -0.6224 3.4257
H -0.4295 1.7048 -1.8756
H 1.8240 0.0682 3.5439
H 0.1848 -0.4756 2.1886
C -1.4211 -0.7040 -2.8643
*
```

* energy: -17155.1229 eV
* lowest unoccupied orbital energy: 0.531 eV
* SMILES string: O=C(O)[C@H]1CCCN1.O.O.O
* relative energy (zero: lowest compared OMol25 entry of this formula, charge and spin): 135.5 kJ/mol
* HOMO: -9.2 eV
* HOMO-LUMO gap: 0.3588 Ha

---

Q: Look up the relative energy (zero: lowest compared OMol25 entry of this formula, charge and spin) of the first one.
A: 82.7 kJ/mol